C2HClN2O2 in the gas phase. Source: OMol25; level of theory: wB97M-V/def2-TZVPD.

The geometry in XYZ format:
```
8
Properties=species:S:1:pos:R:3:nbo_charge:R:1
Cl -0.82397 0.32084 -2.74883 0.08
N 1.01537 -0.08198 -0.83169 -0.27
O -1.15235 0.21038 -0.16836 -0.45
N 0.85895 -0.25239 0.58885 -0.49
H 1.67581 -0.37728 1.19859 0.43
O -0.96486 0.07056 2.09915 -0.57
C -0.41420 0.00073 1.02072 0.83
C -0.19474 0.10914 -1.15843 0.44
```

The HOMO energy comes out at -0.373 Ha. For the LUMO energy, the calculation gives 0.641 eV. As for the HOMO-LUMO gap: 10.78 eV. As for the energy above the lowest of the compared OMol25 structures with the same formula, charge and spin: 0.2033 eV.